(1)
A structure of composition C42H26BrCaF6N7O8S2Se at a distorted geometry. Source: OMol25; level of theory: ωB97M-V/def2-TZVPD.

Calculated values
- Electronic energy: -9650.18821 a.u.
- Frontier orbital gap: 6.69 eV
- LUMO: 3.4 eV
- ΔE to the lowest compared entry with this formula, charge and spin: 0.585 eV
- Net charge: -2

Each line ends with the Mulliken charge.
Positions of all 94 atoms, in Å:
Ca: 0.67341 -0.68105 0.86620  1.334
O: -6.98386 -1.72029 1.92143  -0.736
C: -6.59593 -1.02877 0.96012  0.356
O: -7.25107 -0.29791 0.18682  -0.747
C: -5.08011 -1.10918 0.65121  -0.041
C: -4.55986 -0.55706 -0.51542  -0.613
C: -3.19565 -0.60517 -0.73956  -0.827
N: -2.32222 -1.12384 0.12650  0.707
C: -2.82286 -1.68042 1.23618  0.934
C: -4.18250 -1.71350 1.52277  -0.963
C: -1.78734 -2.22830 2.21110  -0.424
O: -2.03733 -3.22688 2.87567  -0.811
O: -0.71610 -1.52669 2.23084  -0.431
H: -5.23538 -0.07716 -1.21115  0.518
H: -2.76703 -0.18858 -1.64695  0.507
H: -4.54452 -2.19501 2.42053  0.560
C: 3.45839 -1.12229 -2.94166  -0.668
C: 2.89787 -0.44914 -4.01870  -1.122
C: 1.78978 0.34894 -3.79565  -0.883
C: 1.23548 0.46961 -2.51335  0.682
C: 1.72382 -0.24698 -1.39963  2.346
C: 2.86511 -1.02556 -1.68937  -0.960
C: 0.15004 1.47260 -2.29966  0.051
C: -0.04777 2.53286 -3.24458  -1.415
C: -0.96477 3.50273 -3.00902  -1.380
C: -1.73598 3.45899 -1.82296  1.169
C: -2.71750 4.42113 -1.49187  -0.812
C: -3.43555 4.30856 -0.33423  -0.973
C: -3.19906 3.22449 0.53962  -0.867
C: -2.25025 2.28827 0.24105  0.222
C: -1.49006 2.38094 -0.94834  -0.528
N: -0.55605 1.41644 -1.19327  1.176
H: 4.34207 -1.73862 -3.08301  0.412
H: 3.31214 -0.54241 -5.01624  0.349
H: 1.35407 0.85941 -4.64715  0.343
H: 3.33449 -1.59421 -0.88961  0.214
H: 0.56914 2.58491 -4.12872  0.381
H: -1.10518 4.31902 -3.71052  0.368
H: -2.89769 5.24089 -2.17947  0.414
H: -4.20007 5.03636 -0.09236  0.372
H: -3.79376 3.11901 1.43841  0.542
H: -2.07124 1.43492 0.87867  0.315
F: 3.79681 -5.11339 2.73240  -0.232
C: 2.84235 -4.87480 1.83308  0.349
F: 3.27019 -5.30020 0.64099  -0.204
F: 1.75626 -5.55931 2.16693  -0.192
S: 2.50997 -3.07083 1.70016  1.232
O: 1.42512 -2.97702 0.74482  -0.532
O: 3.76273 -2.49415 1.28380  -0.786
N: 2.12798 -2.71421 3.18272  -0.356
S: 2.47659 -1.24774 3.64559  0.930
O: 2.13177 -0.25750 2.62642  -0.596
O: 3.75593 -1.08756 4.26821  -0.701
C: 1.32473 -1.03943 5.08673  0.533
F: 0.10990 -1.49545 4.90682  -0.131
F: 1.86053 -1.66606 6.14052  -0.248
F: 1.27991 0.27129 5.36601  -0.245
Br: 5.14595 3.96110 -3.16834  -0.258
C: 3.94039 3.44045 -1.78925  -0.003
C: 4.23775 2.33356 -1.01077  -0.375
C: 3.34710 1.93943 -0.02773  -0.065
C: 2.18172 2.66818 0.18687  -1.049
C: 1.89868 3.77637 -0.60225  -0.171
C: 2.77983 4.16604 -1.60193  -0.795
N: 1.24131 2.21432 1.13902  1.318
C: 0.95271 3.00902 2.08017  -0.804
C: -0.11103 2.74482 3.07370  0.647
C: -0.46393 3.75171 3.96098  -0.909
C: -1.52322 3.53010 4.82854  -0.543
C: -2.17960 2.31820 4.76894  -1.040
C: -1.74054 1.36344 3.85499  -0.611
N: -0.72508 1.56497 3.02644  1.014
H: 5.13471 1.75821 -1.19181  0.402
H: 3.54419 1.05812 0.56726  0.385
H: 0.95856 4.29842 -0.46839  0.520
H: 2.55108 5.01118 -2.23664  0.424
H: 1.46557 3.97224 2.17903  0.273
H: 0.07429 4.69146 3.95573  0.460
H: -1.83303 4.29630 5.52837  0.417
H: -3.02135 2.09708 5.41086  0.477
H: -2.21928 0.39962 3.78455  0.430
Se: -2.45157 -3.45903 -1.74584  0.302
N: -0.72255 -3.36408 -1.40055  -0.070
C: -0.09924 -3.91448 -2.42649  0.361
C: 1.32450 -4.02470 -2.53353  0.097
C: 1.84987 -4.60404 -3.63748  -0.727
C: 1.01503 -5.10955 -4.69198  -0.535
C: -0.33549 -5.03007 -4.63198  -0.736
C: -0.94093 -4.42542 -3.48304  0.594
N: -2.24321 -4.28765 -3.30225  -0.900
H: 1.93541 -3.61875 -1.74055  0.420
H: 2.92507 -4.67904 -3.74293  0.392
H: 1.48780 -5.55878 -5.55753  0.350
H: -0.97131 -5.40344 -5.42402  0.419

---

(2)
A structure of composition C42H27BBr2F4N5NiO3P at a distorted geometry. Source: OMol25; level of theory: ωB97M-V/def2-TZVPD.

Calculated values
- Electronic energy: -9538.26028 a.u.
- Frontier orbital gap (spin up / spin down): 4.87 / 4.87 eV
- LUMO (spin up / spin down): -0.8 / -0.8 eV
- ΔE to the lowest compared entry with this formula, charge and spin: 0.797 eV

Each line ends with the Mulliken charge.
Positions of all 86 atoms, in Å:
Ni: -0.18365 0.69884 -0.34648  -0.483
Br: 7.66553 -8.59059 5.26334  -0.186
C: 6.45063 -7.34792 4.51546  0.121
C: 6.10532 -6.21673 5.23408  -0.503
C: 5.21697 -5.31272 4.67306  -0.202
C: 4.68291 -5.55158 3.41698  0.043
C: 5.03776 -6.68861 2.69845  -0.215
C: 5.92724 -7.59093 3.25102  -0.618
N: 3.77506 -4.55735 2.93630  -0.248
N: 3.23390 -4.87862 1.86758  -0.012
C: 2.31344 -3.96216 1.29874  -0.510
C: 1.62238 -4.53187 0.25497  0.090
C: 0.63113 -3.82968 -0.44411  -1.505
C: 0.37364 -2.53425 -0.10341  0.133
O: -0.55721 -1.82816 -0.77937  -0.464
C: 1.11855 -1.87163 0.91125  0.448
N: 0.84959 -0.54395 1.11138  0.077
C: 1.43313 0.03304 2.13566  -0.297
C: 2.34893 -0.61519 2.97779  -1.204
C: 2.68783 -1.91393 2.73769  -0.567
C: 2.06176 -2.60356 1.67018  0.626
H: 6.52477 -6.04450 6.21496  0.398
H: 4.92882 -4.41576 5.20502  0.409
H: 4.61802 -6.85531 1.71682  0.398
H: 6.21829 -8.47850 2.70697  0.397
H: 1.84625 -5.55952 0.00556  0.505
H: 0.06369 -4.29719 -1.23635  0.511
H: 1.19609 1.07592 2.29491  0.455
H: 2.79618 -0.06470 3.79392  0.449
H: 3.40616 -2.42496 3.35422  0.574
F: -3.27030 1.08353 -7.64006  -0.296
C: -2.76728 1.23799 -6.41958  0.613
C: -2.58014 2.49996 -5.89503  0.423
F: -2.89359 3.57404 -6.61794  -0.305
C: -2.05719 2.63637 -4.61974  -0.101
F: -1.86002 3.90749 -4.23829  -0.409
C: -1.71992 1.56432 -3.80337  -0.042
P: -1.02482 1.78095 -2.03161  1.992
C: -2.41129 2.65579 -1.15887  0.381
C: -3.12627 3.79912 -1.52520  0.154
C: -4.11554 4.31642 -0.70051  -0.867
C: -4.41449 3.71142 0.51198  -0.823
C: -3.71494 2.57898 0.89696  -0.697
C: -2.72971 2.06714 0.06662  -0.540
C: 0.18992 3.08297 -2.47916  0.372
C: 0.19899 4.36811 -1.94761  -0.014
C: 1.22210 5.25160 -2.25651  -0.848
C: 2.25116 4.86388 -3.10336  -0.546
C: 2.25463 3.58212 -3.63366  -0.781
C: 1.23434 2.69790 -3.31678  -0.617
C: -1.87182 0.30265 -4.39045  -0.126
Br: -1.31066 -1.28948 -3.55615  -0.086
C: -2.40115 0.14115 -5.66130  0.220
F: -2.55823 -1.06479 -6.20798  -0.322
H: -2.91655 4.30351 -2.45120  0.536
H: -4.65835 5.19938 -1.01394  0.434
H: -5.19004 4.11850 1.14846  0.418
H: -3.94038 2.07731 1.83028  0.462
H: -2.17554 1.17820 0.36466  -0.050
H: -0.59464 4.68231 -1.28221  0.384
H: 1.21191 6.25077 -1.83858  0.437
H: 3.04646 5.55651 -3.34734  0.389
H: 3.05322 3.26826 -4.29394  0.426
H: 1.25262 1.69095 -3.72213  0.351
O: -1.91526 -1.50520 1.23551  -0.589
B: -1.68922 -1.35420 -0.14342  1.948
O: -2.89102 -1.17244 -0.83704  -0.586
C: -3.83534 -1.03040 0.14657  0.443
C: -5.16817 -0.72262 0.00755  -0.903
C: -5.91342 -0.62869 1.18321  -0.565
C: -5.33164 -0.83037 2.42848  -0.597
C: -3.97533 -1.13428 2.55680  -0.855
C: -3.25179 -1.22872 1.39109  0.699
H: -5.60270 -0.54590 -0.96619  0.505
H: -6.96621 -0.38705 1.12160  0.404
H: -5.94203 -0.75200 3.31829  0.391
H: -3.51102 -1.29128 3.52039  0.499
N: 1.10982 4.25685 1.76415  -0.066
C: 2.27618 3.90954 1.12535  -0.856
C: 1.95841 2.84580 0.34002  -0.657
N: 0.62378 2.54270 0.48284  1.064
C: 0.14469 3.40524 1.34343  -1.083
H: 0.98165 5.02240 2.40095  0.224
H: 3.19354 4.45113 1.26984  0.468
H: 2.58560 2.30027 -0.34466  0.486
H: -0.88615 3.47596 1.65219  0.487

---

What is the ΔE to the lowest compared entry with this formula, charge and spin in the first record?
0.585 eV

---

Number 1 is which compound?
C42H26BrCaF6N7O8S2Se

---

Among the records above, which one has the highest electronic energy?
C42H27BBr2F4N5NiO3P